{"formula": "C14H28N2O4RuSe3", "method": "wB97M-V/def2-TZVPD", "species": ["Ru", "O", "C", "C", "C", "O", "C", "Se", "C", "Se", "H", "H", "H", "H", "H", "H", "H", "H", "H", "H", "C", "O", "C", "C", "O", "C", "H", "H", "H", "H", "H", "H", "H", "H", "H", "H", "C", "N", "C", "C", "N", "C", "C", "Se", "H", "H", "H", "H", "H", "H", "H", "H"], "coordinates": [[0.115, -0.413, 0.077], [-5.506, -0.320, 1.208], [-5.070, -1.047, 0.077], [-3.531, -0.974, 0.015], [-3.116, -1.692, -1.267], [-1.701, -1.872, -1.295], [-3.168, 0.523, 0.036], [-1.522, 1.144, -0.835], [-3.017, -1.726, 1.244], [-1.164, -1.473, 1.831], [-6.456, -0.414, 1.308], [-5.489, -0.623, -0.844], [-5.376, -2.099, 0.138], [-3.461, -1.109, -2.128], [-3.595, -2.677, -1.296], [-1.444, -2.177, -2.169], [-3.110, 0.869, 1.065], [-3.949, 1.096, -0.465], [-3.138, -2.800, 1.092], [-3.613, -1.421, 2.101], [4.068, -0.594, -0.809], [2.845, -1.231, -0.475], [3.017, -2.625, -0.323], [1.687, -3.219, 0.098], [0.625, -2.826, -0.761], [0.737, -3.411, -2.052], [4.836, -0.818, -0.064], [3.899, 0.479, -0.818], [4.417, -0.920, -1.793], [3.774, -2.838, 0.438], [3.358, -3.055, -1.273], [1.412, -2.870, 1.095], [1.774, -4.309, 0.113], [1.076, -4.447, -1.970], [1.427, -2.857, -2.693], [-0.252, -3.409, -2.501], [2.332, 3.832, 3.290], [2.037, 3.936, 1.872], [2.117, 5.089, 1.125], [1.788, 4.768, -0.142], [1.518, 3.415, -0.162], [1.147, 2.694, -1.361], [1.672, 2.911, 1.081], [1.493, 1.167, 1.712], [2.755, 4.772, 3.628], [3.045, 3.028, 3.464], [1.427, 3.616, 3.857], [2.398, 6.034, 1.554], [1.725, 5.380, -1.024], [0.155, 2.989, -1.697], [1.132, 1.627, -1.153], [1.869, 2.898, -2.151]], "homo_energy_ev": [-10.34, -10.02], "total_charge": 1, "multiplicity": 2, "lumo_ev": [-3.71, -3.47], "relative_energy_kcal_mol": 29.4, "gap_ev": [6.638, 6.545], "fmax_ev_per_a": 1.43}